(1)
Here is a structure of composition C13H23Cl3NO4P2Zn in a non-equilibrium geometry from the OMol25 dataset. Energies are from ωB97M-V/def2-TZVPD.

Results
net charge = +1
E_tot = -128090.394 eV
LUMO energy (spin up / spin down) = -5.35 / -5.71 eV
energy above the lowest of the compared OMol25 structures with the same formula, charge and spin = 17.0 kcal per mole

```
47
Properties=species:S:1:pos:R:3:forces:R:3
Zn -0.116 -0.341 0.903 0.254 0.635 0.294
P -2.416 -0.008 0.363 0.099 -0.905 1.064
C -2.215 0.388 -1.349 0.076 1.149 -0.424
C -0.948 0.893 -1.772 0.724 0.140 -0.152
N 0.153 0.663 -0.971 0.141 -0.159 -0.634
C 1.375 1.044 -1.357 -0.156 0.127 0.270
C 1.576 1.787 -2.526 -0.205 -0.023 -0.190
C 0.481 2.074 -3.343 0.338 0.057 0.116
C -0.773 1.611 -2.985 -0.493 -0.303 0.351
C 2.577 0.691 -0.480 -0.540 0.206 -0.082
P 2.257 -0.795 0.551 0.638 0.170 -0.122
H -1.662 1.799 -3.586 0.328 0.021 -0.002
H 2.589 2.114 -2.759 -0.358 -0.046 -0.107
H 0.621 2.657 -4.251 -0.079 -0.146 0.173
H 3.463 0.502 -1.101 -0.206 0.189 0.104
H 2.796 1.531 0.198 -0.092 -0.162 -0.179
H -2.119 -1.551 -2.695 0.181 -1.064 -0.267
H -3.080 0.576 -1.995 0.283 -0.218 0.098
H -0.991 -3.402 -1.760 0.646 -0.597 1.106
O -1.904 -2.501 -2.848 -0.385 1.190 -0.161
H -2.368 -2.775 -3.648 0.031 0.051 0.076
H -0.230 -1.940 0.720 -0.140 -0.382 0.048
O -0.637 -3.888 -0.961 -0.168 0.551 -0.497
H 0.247 -3.550 -0.764 -0.324 -0.133 -0.288
C 2.783 -2.129 -0.577 -0.281 -0.173 0.225
H 3.824 -1.965 -0.888 -0.270 -0.108 0.081
H 2.693 -3.089 -0.048 0.120 0.192 -0.233
H 2.126 -2.149 -1.458 0.204 0.009 0.192
C 3.541 -0.685 1.831 -0.146 -0.143 0.191
H 3.515 -1.612 2.419 0.081 0.283 -0.090
H 4.533 -0.558 1.375 -0.269 -0.047 0.105
H 3.310 0.154 2.501 0.067 -0.261 -0.176
C -3.114 1.414 1.265 -0.109 0.240 -0.336
H -4.091 1.686 0.843 0.200 -0.035 0.178
H -3.216 1.152 2.326 0.040 -0.044 -0.301
H -2.420 2.260 1.192 -0.163 -0.238 0.023
C -3.554 -1.414 0.524 -0.116 0.232 -0.201
H -3.736 -1.584 1.595 0.033 0.024 -0.353
H -4.500 -1.183 0.015 0.151 -0.216 0.191
H -3.080 -2.303 0.085 -0.163 0.225 0.126
Cl 1.009 2.321 5.597 -0.128 0.113 -0.278
C 0.368 2.553 3.978 0.038 -0.733 -0.517
Cl -1.358 3.031 4.056 0.383 -0.023 0.026
Cl 1.311 3.799 3.104 -0.218 -0.219 0.257
C 0.446 1.193 3.124 0.579 -0.167 0.793
O 0.863 0.159 3.657 -0.768 1.380 -1.132
O 0.070 1.372 1.900 0.143 -0.636 0.634
```
Positions in Å, forces in eV/Å.

---

(2)
Here is a structure of composition C13H23ClI2NP2Tb in a non-equilibrium geometry from the OMol25 dataset. Energies are from ωB97M-V/def2-TZVPD.

Results
net charge = +2
expectation value of S² = 12.673
E_tot = -85064.307 eV
LUMO energy (spin up / spin down) = -6.88 / -10.28 eV
energy above the lowest of the compared OMol25 structures with the same formula, charge and spin = 0.0 kcal per mole
multiplicity = 7

```
43
Properties=species:S:1:pos:R:3:forces:R:3
I -0.004 3.063 0.200 -0.003 0.438 0.064
I 0.006 -3.037 0.414 0.009 -0.436 0.076
Tb 0.000 -0.009 -0.260 -0.236 -0.164 -2.088
P -2.681 -0.006 -0.251 -0.442 0.041 0.108
C -3.430 0.062 1.395 -0.273 -0.010 -0.080
C -3.210 1.417 -1.240 0.030 0.073 -0.064
H -4.253 1.319 -1.532 -0.091 0.184 -0.035
H -4.265 -1.420 -1.418 -0.088 -0.185 -0.020
H -2.579 1.476 -2.134 -0.189 -0.174 0.002
H -2.594 -1.629 -2.015 -0.190 0.176 -0.003
H -3.079 0.963 1.907 -0.167 -0.005 -0.130
H -3.038 2.342 -0.685 -0.262 -0.101 0.065
C -3.220 -1.499 -1.125 0.039 -0.084 -0.052
H -4.517 0.062 1.321 -0.057 0.011 0.260
H -3.048 -2.379 -0.502 -0.262 0.108 0.051
H -3.084 -0.795 1.979 -0.168 -0.004 -0.123
P 2.680 0.009 -0.252 0.558 0.014 0.248
C 3.429 0.087 1.394 0.337 -0.009 -0.096
C 3.229 -1.482 -1.124 -0.035 -0.073 -0.040
H 2.565 1.493 -2.131 0.190 -0.162 0.000
H 4.244 1.338 -1.543 0.091 0.172 -0.033
H 3.033 2.358 -0.686 0.257 -0.105 0.056
C 3.203 1.434 -1.242 -0.041 0.083 -0.066
H 2.610 -1.613 -2.018 0.182 0.172 -0.004
H 4.275 -1.401 -1.409 0.085 -0.181 -0.025
H 4.515 0.093 1.321 0.063 0.013 0.279
H 3.088 -0.771 1.981 0.165 -0.005 -0.128
H 3.054 -2.363 -0.502 0.259 0.110 0.048
H 3.072 0.986 1.904 0.164 -0.003 -0.123
Cl -0.001 -0.106 -2.850 0.006 0.062 1.203
N -0.007 0.117 2.119 0.079 0.077 2.541
C -0.002 0.116 3.292 0.008 -0.040 -1.468
C 0.004 0.079 4.714 -0.008 -0.012 0.977
C -1.192 0.195 5.448 -0.579 0.047 -0.483
C -1.192 0.106 6.831 -0.288 0.019 0.561
C 0.004 -0.093 7.534 0.005 -0.005 -0.053
C 1.201 -0.194 6.813 0.259 -0.050 0.540
C 1.203 -0.105 5.430 0.544 -0.094 -0.481
H -2.130 0.351 4.906 0.301 -0.070 0.289
H -2.136 0.188 7.400 0.614 -0.027 -0.547
H 0.003 -0.168 8.642 0.001 0.067 -0.982
H 2.143 -0.350 7.368 -0.585 0.124 -0.528
H 2.142 -0.185 4.874 -0.286 0.006 0.283
```
Positions in Å, forces in eV/Å.

---

(3)
Here is a structure of composition C13H23CsN2O10P2S in a non-equilibrium geometry from the OMol25 dataset. Energies are from ωB97M-V/def2-TZVPD.

Results
E_tot = -67276.848 eV
LUMO energy = 0.18 eV
energy above the lowest of the compared OMol25 structures with the same formula, charge and spin = 21.9 kcal per mole

```
52
Properties=species:S:1:pos:R:3:forces:R:3
Cs 1.476 0.343 0.408 0.048 1.452 0.147
C -1.136 -3.337 3.186 0.154 0.064 0.046
C 0.183 -2.571 2.989 -0.082 -0.147 -0.049
O 1.157 -2.981 3.954 -0.091 -0.016 -0.072
P -0.092 -0.774 3.262 0.538 -0.386 0.058
O -1.289 -0.438 2.281 -0.002 0.027 0.042
O -0.755 -0.605 4.702 -0.429 -0.121 -0.305
O 1.131 0.045 3.114 -0.306 -0.167 0.518
P 0.769 -2.915 1.244 -0.114 0.439 0.554
O 2.321 -2.347 1.251 -0.456 -0.194 -0.195
O 0.770 -4.373 1.017 0.158 -0.078 -0.046
O -0.005 -1.928 0.398 -0.208 -0.547 -0.036
H -1.513 -3.180 4.197 -0.020 0.031 -0.004
H -0.953 -4.400 3.028 0.019 0.004 -0.017
H -1.889 -3.017 2.467 -0.021 -0.029 0.019
H 1.296 -3.928 3.816 -0.001 0.017 0.036
H -1.125 -0.921 1.427 0.038 -0.064 0.140
H -0.077 -0.454 5.366 0.168 0.070 0.110
H 2.933 -3.078 1.375 0.038 -0.118 0.076
O 4.442 0.346 0.879 0.327 -0.044 -0.005
C 4.807 -0.556 0.315 0.117 -0.018 0.034
N -5.161 4.398 1.104 0.122 0.036 -0.070
C -4.357 3.480 0.492 -0.099 -0.002 0.175
O -4.797 2.468 -0.012 0.020 0.007 -0.075
C -2.890 3.794 0.478 -0.091 0.074 -0.027
C -2.372 5.074 0.608 -0.090 0.029 -0.019
C -1.001 5.249 0.562 0.019 0.110 0.013
C -0.200 4.134 0.392 -0.071 -0.164 -0.013
N -0.681 2.895 0.265 -0.018 0.022 -0.005
C -2.003 2.741 0.302 0.192 -0.029 0.050
H -6.133 4.158 1.201 0.002 -0.024 0.008
H -4.780 5.089 1.726 -0.038 -0.042 0.000
H -3.032 5.927 0.713 0.051 0.011 0.000
H -0.555 6.230 0.649 -0.020 -0.005 0.000
H 0.879 4.242 0.351 0.010 -0.043 -0.005
H -2.398 1.737 0.200 0.038 -0.031 -0.015
C 2.410 0.181 -5.107 -0.041 -0.018 0.011
C 1.059 -0.311 -4.615 0.076 -0.223 0.249
S 1.048 -0.575 -2.794 0.209 -0.261 -0.471
O 1.937 0.503 -2.242 0.170 0.171 -0.724
C 2.045 -2.106 -2.701 -0.344 0.195 -0.204
C 1.149 -3.331 -2.847 0.111 0.057 0.055
H 2.311 0.649 -6.087 -0.036 -0.036 0.012
H 3.135 -0.629 -5.198 -0.017 0.016 0.025
H 2.801 0.920 -4.408 0.030 0.006 -0.046
H 0.742 -1.251 -5.072 0.001 0.023 0.018
H 0.274 0.424 -4.793 0.004 0.029 0.071
H 2.531 -2.066 -1.720 -0.145 0.030 -0.144
H 2.804 -2.021 -3.479 0.091 -0.113 0.084
H 0.474 -3.409 -1.995 -0.017 -0.002 -0.022
H 1.755 -4.236 -2.884 -0.007 0.009 0.010
H 0.557 -3.290 -3.765 0.013 -0.007 0.010
```
Positions in Å, forces in eV/Å.

---

(4)
Here is a structure of composition C13H23MoNO2PS in a non-equilibrium geometry from the OMol25 dataset. Energies are from ωB97M-V/def2-TZVPD.

Results
net charge = +1
expectation value of S² = 2.015
E_tot = -41414.973 eV
LUMO energy (spin up / spin down) = -3.43 / -4.64 eV
energy above the lowest of the compared OMol25 structures with the same formula, charge and spin = 6.9 kcal per mole
multiplicity = 3

```
42
Properties=species:S:1:pos:R:3:forces:R:3
Mo 0.541 -0.203 0.581 0.723 0.898 -0.121
C -1.767 -2.963 0.007 0.020 0.079 -0.021
C -0.907 -2.138 0.919 0.045 -0.194 0.017
C -1.457 -1.135 1.721 0.126 -0.016 0.038
C -0.656 -0.410 2.619 -0.080 -0.358 0.217
C 0.660 -0.848 2.903 -0.203 -0.169 0.203
C 1.186 -1.924 2.191 -0.103 -0.051 0.027
C 0.462 -2.480 1.124 -0.178 -0.265 0.232
H -2.565 -2.372 -0.438 0.007 0.012 0.006
H -2.225 -3.761 0.594 -0.016 -0.006 0.002
H -1.184 -3.432 -0.783 0.015 -0.005 0.021
H -2.490 -0.847 1.598 -0.020 0.148 -0.132
H -1.105 0.381 3.201 0.019 0.149 -0.090
H 1.223 -0.398 3.705 0.108 0.126 -0.044
H 2.176 -2.288 2.413 0.135 0.076 -0.082
H 0.892 -3.295 0.563 0.077 0.047 -0.135
N 1.231 1.969 1.041 -0.296 -0.094 0.328
C 0.317 2.994 1.621 0.090 -0.083 -0.134
C -0.919 3.183 0.750 0.177 0.042 -0.002
C -1.634 1.863 0.665 0.088 -0.305 -0.279
O -2.644 1.626 1.281 -0.056 -0.091 0.004
O -1.017 0.962 -0.109 -0.328 0.230 0.206
H 2.037 1.840 1.644 0.063 0.076 0.004
H 1.620 2.310 0.167 -0.020 -0.033 -0.076
H 0.844 3.939 1.738 0.063 0.056 0.007
H 0.025 2.657 2.615 -0.011 -0.036 0.061
H -0.619 3.510 -0.248 -0.020 0.030 -0.015
H -1.576 3.928 1.190 0.010 0.028 0.031
S 2.770 -0.338 0.228 -0.456 0.042 -0.059
C -0.933 -0.943 -2.633 0.022 0.099 -0.045
P 0.564 -0.213 -1.906 -0.021 -0.480 -0.238
C 1.902 -1.052 -2.800 -0.037 -0.052 0.043
C 0.596 1.459 -2.604 0.092 0.030 0.050
H -0.947 -0.767 -3.709 -0.011 0.009 0.004
H -1.818 -0.498 -2.180 0.001 0.009 0.022
H -0.938 -2.017 -2.461 0.000 0.004 -0.020
H 1.690 -1.044 -3.870 -0.010 -0.002 -0.002
H 1.997 -2.083 -2.458 -0.014 0.019 -0.010
H 2.846 -0.545 -2.610 0.003 0.002 -0.001
H 0.626 1.372 -3.690 -0.005 0.047 -0.030
H 1.490 1.991 -2.278 0.028 -0.011 0.001
H -0.292 2.008 -2.303 -0.029 -0.005 0.012
```
Positions in Å, forces in eV/Å.